Entry 1:
This record from the Open Molecules 2025 dataset describes a structure of composition CH8N2O. The level of theory is wB97M-V/def2-TZVPD.

Values from the calculation:
E_HOMO   -0.382 Ha
ΔE to the lowest compared entry with this formula, charge and spin   105.3 kcal/mol
Lowest unoccupied orbital energy   -0.41 eV
Molar mass   64.1 g mol⁻¹

The geometry in ORCA input format:
```
! RIJCOSX wB97M-V def2-TZVPD def2/J DEFGRID3
* xyz 0 1
O 0.49053 1.71169 -0.72239
N 2.10225 0.17997 -1.23365
N 0.00912 -1.46836 1.60568
C 0.87726 0.51370 -1.22236
H 0.43563 0.65091 -0.04213
H 0.24506 0.11259 -2.00631
H -0.59682 -2.07071 1.07363
H -3.50274 0.61824 0.39759
H -0.32225 -0.50670 1.58455
H -3.25430 1.16188 -0.04033
H 2.63034 0.60823 -0.49066
H 0.88592 -1.51144 1.09638
*
```

Löwdin population analysis, charges in e, atoms 1 to 6:
1. O -0.02
2. N 0.12
3. N 0.03
4. C -0.52
5. H 0.19
6. H 0.13

***

Entry 2:
This record from the Open Molecules 2025 dataset describes a cluster of 2 separate species, CH8N2O in total. The level of theory is wB97M-V/def2-TZVPD.

Values from the calculation:
E_HOMO   -0.345 Ha
ΔE to the lowest compared entry with this formula, charge and spin   12.3 kcal/mol
Lowest unoccupied orbital energy   1.00 eV
Structure (SMILES)   NCN.O
Molar mass   64.1 g mol⁻¹

The geometry in ORCA input format:
```
! RIJCOSX wB97M-V def2-TZVPD def2/J DEFGRID3
* xyz 0 1
O -1.19624 2.10907 -1.96134
N -0.21105 -0.21777 -0.26967
N 0.99634 -1.23907 1.64750
C 0.55606 -0.07859 0.98240
H 1.58869 -1.87153 1.11431
H -1.41053 2.40100 -2.86535
H -0.20843 0.46313 1.51055
H -0.93099 1.16355 -1.91686
H -1.08710 -0.46838 -0.00121
H 0.21169 -0.90129 -0.86008
H 0.27014 -1.88241 1.83533
H 1.42141 0.52229 0.78443
*
```

Löwdin population analysis, charges in e, atoms 1 to 6:
1. O -0.11
2. N 0.01
3. N 0.00
4. C -0.36
5. H 0.07
6. H 0.03

***

Entry 3:
This record from the Open Molecules 2025 dataset describes a cluster of 3 separate species, CH8N2O3 in total. The level of theory is wB97M-V/def2-TZVPD.

Values from the calculation:
E_HOMO   -0.374 Ha
ΔE to the lowest compared entry with this formula, charge and spin   28.1 kcal/mol
Lowest unoccupied orbital energy   0.67 eV
Structure (SMILES)   NC(N)=O.O.O
Molar mass   96.1 g mol⁻¹

The geometry in ORCA input format:
```
! RIJCOSX wB97M-V def2-TZVPD def2/J DEFGRID3
* xyz 0 1
O 0.80049 -1.71124 -0.45514
O 0.86052 0.13798 3.40996
O 0.62884 6.46754 -1.54494
N -0.89655 -2.89936 -1.58380
N -1.35841 -1.49548 0.25912
C -0.34845 -2.01788 -0.56154
H 1.78468 0.27062 3.59167
H -0.21505 -3.43516 -2.04046
H -1.88751 -3.26965 -1.46882
H 1.02748 7.39484 -1.34204
H -1.13082 -0.66280 0.77491
H 0.79242 -0.46443 2.61260
H -2.14950 -2.02092 0.55881
H 1.33484 5.90444 -1.32372
*
```

Löwdin population analysis, charges in e, atoms 1 to 6:
1. O 0.06
2. O -0.08
3. O -0.08
4. N 0.11
5. N 0.13
6. C -0.63